No. 1
111
Properties=species:S:1:pos:R:3:forces:R:3:lowdin_spin:R:1 method="wB97M-V/def2-TZVPD" s2=6.02 homo_lumo_gap_ha="0.2791 / 0.2900" charge=+1 e_homo_ev="-10.06 / -10.48" e_above_lowest_kcal_mol=0.0 lumo_energy_ha="-0.0905 / -0.0951" spin_multiplicity=5 max_force_ev_per_a=0.76
Te -3.072 -1.060 -1.630 0.11 0.18 0.15 0.01
Ge 0.482 2.385 0.746 0.02 -0.08 -0.01 0.03
Ge -1.745 2.749 -0.593 -0.31 0.06 -0.07 0.03
Cr -0.546 0.124 -0.687 0.08 -0.75 -0.13 3.75
S 0.373 0.110 -3.217 -0.06 0.00 0.06 0.00
O 1.089 -0.885 -0.590 -0.04 0.31 -0.06 0.04
O 4.640 -0.605 -0.626 0.00 0.06 0.02 0.00
N -1.146 -0.997 0.971 -0.11 0.02 -0.11 -0.01
C -0.351 6.261 2.496 0.00 0.02 0.00 0.00
C 0.205 7.224 3.322 0.00 -0.01 -0.01 0.00
C -2.510 -0.648 1.390 0.07 -0.07 -0.03 0.01
C -2.710 4.015 -3.048 0.00 -0.02 -0.02 0.00
C -1.291 -2.867 2.508 0.01 0.03 -0.02 0.00
C -1.720 2.957 -2.552 -0.01 0.05 -0.03 0.01
C -1.227 4.395 0.291 0.03 0.15 0.04 0.00
C 1.778 5.173 2.336 0.04 0.04 0.04 0.00
C -0.967 -3.316 -1.754 0.01 0.02 0.00 0.00
C -3.256 -4.075 -1.667 -0.02 0.00 0.01 0.00
C -0.849 -0.291 -4.474 -0.05 -0.05 0.00 0.00
C -2.820 -5.392 -1.644 0.06 -0.02 0.01 0.00
C -1.460 -5.674 -1.675 -0.03 0.04 0.00 0.00
C 2.803 -3.637 1.978 0.10 -0.04 0.00 0.01
C -0.552 -2.012 1.524 0.00 0.08 0.02 0.02
C 3.541 -2.970 0.991 0.02 -0.06 0.05 0.00
C -2.653 -4.801 2.931 0.01 0.01 0.00 0.00
C 1.999 2.268 -0.511 0.09 0.09 0.13 0.01
C -1.963 -3.990 2.039 -0.03 0.01 0.00 0.00
C 1.162 1.507 -4.026 0.13 0.04 -0.04 0.00
C -4.451 3.640 0.020 0.00 -0.01 0.01 0.00
C 1.585 -1.746 0.252 0.07 -0.13 0.09 0.01
C -2.328 -3.037 -1.709 -0.04 -0.01 -0.01 0.01
C -1.976 -3.384 4.752 -0.02 -0.02 0.00 0.00
C 3.378 2.488 0.118 0.00 -0.05 -0.04 0.00
C 1.554 7.170 3.651 -0.03 0.00 -0.01 0.00
C -1.288 -2.570 3.866 -0.01 0.02 0.00 0.00
C -0.155 4.213 1.079 0.02 0.00 -0.02 0.00
C -3.618 2.355 -0.062 -0.08 0.08 -0.05 0.01
C 3.745 -1.363 -0.927 0.11 -0.18 -0.06 0.00
C 3.420 -1.655 -2.359 -0.02 0.07 0.00 0.00
C -3.583 -1.186 0.456 -0.01 -0.07 -0.05 0.00
C 1.454 1.909 3.460 -0.01 -0.01 0.00 0.00
C 3.981 -0.857 -3.351 -0.04 0.00 -0.08 0.00
C 2.837 -2.142 -5.033 -0.02 -0.02 0.04 0.00
C 2.952 -2.070 0.134 -0.10 0.11 -0.04 0.00
C 2.579 -2.704 -2.714 0.03 0.01 0.06 0.00
C 1.466 -3.331 2.088 -0.11 0.03 -0.01 0.00
C -0.538 -4.639 -1.735 -0.02 -0.02 0.01 0.00
C 2.339 6.139 3.159 -0.03 -0.04 -0.03 0.00
C 0.832 -2.375 1.264 -0.01 -0.03 0.08 0.01
C -2.661 -4.498 4.285 0.02 0.00 -0.01 0.00
C 2.285 -2.948 -4.045 0.01 -0.01 -0.05 0.00
C 3.688 -1.100 -4.686 0.00 0.02 0.06 0.00
C 0.432 5.228 1.978 0.05 -0.03 0.01 0.00
C 0.643 1.246 2.341 0.09 0.00 0.08 0.01
C 3.453 -4.641 2.897 0.01 0.03 -0.02 0.00
H -1.734 5.356 0.215 0.02 -0.02 0.02 0.00
H 4.602 -3.175 0.890 0.00 0.02 -0.02 0.00
H -3.195 -5.134 4.978 0.00 0.00 0.00 0.00
H -4.318 -3.862 -1.651 0.00 0.00 0.00 0.00
H -1.938 -4.232 0.982 0.00 0.00 -0.02 0.00
H 3.513 3.515 0.458 0.00 -0.01 0.01 0.00
H 2.402 4.366 1.972 -0.05 0.01 -0.02 0.00
H -3.740 3.667 -2.961 0.01 0.00 0.01 0.00
H 2.478 2.120 3.150 -0.01 0.00 -0.01 0.00
H -4.540 4.138 -0.944 0.01 0.00 0.01 0.00
H -1.975 -3.155 5.810 0.01 0.01 -0.01 0.00
H 1.985 7.922 4.299 0.00 0.00 0.00 0.00
H 2.953 -5.609 2.847 -0.02 0.01 -0.01 0.00
H 1.099 0.297 2.048 -0.01 0.04 -0.02 0.00
H -3.667 1.852 0.901 0.04 0.01 0.04 0.00
H -2.540 4.254 -4.099 0.01 -0.02 -0.01 0.00
H -1.350 -1.208 -4.167 -0.01 -0.02 -0.01 0.00
H -4.049 1.674 -0.805 -0.01 0.01 0.02 0.00
H 4.498 -4.794 2.633 0.00 0.01 -0.01 0.00
H 1.798 3.005 -1.293 0.03 0.00 -0.02 0.00
H 4.167 2.276 -0.605 -0.01 0.01 -0.01 0.00
H -3.178 -5.675 2.568 0.01 0.00 -0.01 0.00
H -4.526 -0.661 0.598 0.01 0.02 0.00 0.00
H 1.957 1.858 -3.371 -0.01 0.02 0.00 0.00
H 4.135 -0.487 -5.459 0.00 0.01 0.01 0.00
H -0.367 1.021 2.693 0.00 0.01 0.00 0.00
H 3.388 6.082 3.417 0.00 0.01 0.00 0.00
H -0.701 3.234 -2.823 0.01 0.04 0.03 0.00
H 0.465 2.314 -4.239 -0.03 -0.03 0.03 0.00
H -2.721 -1.003 2.397 0.01 0.00 0.05 0.00
H 3.421 -4.307 3.935 -0.01 0.01 0.00 0.00
H 2.618 -2.338 -6.075 0.00 0.00 0.00 0.00
H -3.751 -2.250 0.622 0.00 -0.01 0.01 0.00
H 2.162 -3.332 -1.935 -0.01 -0.01 -0.01 0.00
H -4.009 4.352 0.718 0.00 -0.02 0.02 0.00
H 0.521 -4.861 -1.759 0.00 0.01 0.00 0.00
H -1.921 1.991 -3.019 -0.01 0.01 -0.01 0.00
H -0.744 -1.703 4.227 0.00 0.00 0.00 0.00
H -1.121 -6.701 -1.656 0.01 0.00 0.00 0.00
H -1.409 6.301 2.265 0.01 0.00 -0.01 0.00
H 0.883 -3.831 2.853 0.01 0.02 -0.03 0.00
H -0.327 -0.491 -5.409 0.00 0.03 0.01 0.00
H -3.543 -6.197 -1.608 0.00 0.00 0.00 0.00
H 1.006 2.849 3.784 0.00 0.00 -0.01 0.00
H 3.545 1.813 0.959 0.00 0.02 0.01 0.00
H 1.610 1.149 -4.952 0.00 -0.02 0.02 0.00
H 1.978 1.274 -0.963 -0.03 0.01 -0.01 0.00
H -2.627 4.949 -2.489 0.02 -0.01 0.00 0.00
H -2.547 0.438 1.420 0.00 0.05 -0.02 0.00
H -1.581 0.503 -4.618 0.01 0.00 0.01 0.00
H 1.510 1.251 4.330 0.00 -0.01 0.00 0.00
H 1.633 -3.770 -4.315 0.00 0.00 0.00 0.00
H -0.235 -2.517 -1.790 0.02 -0.01 0.01 0.00
H -0.418 8.015 3.718 0.00 0.00 0.00 0.00
H -5.461 3.426 0.374 0.00 -0.02 -0.02 0.00
H 4.650 -0.056 -3.063 0.00 0.00 0.02 0.00

No. 2
112
Properties=species:S:1:pos:R:3:forces:R:3:lowdin_charge:R:1 method="wB97M-V/def2-TZVPD" homo_lumo_gap_ha=0.1768 charge=+1 e_homo_ev=-8.97 lumo_energy_ha=-0.1529 max_force_ev_per_a=3.11
P 1.672 -3.661 -1.149 -0.10 0.43 0.40 1.11
O 3.281 -11.751 2.525 0.21 0.46 -0.54 0.12
O 6.331 -3.257 -5.975 -1.79 -1.05 1.57 -0.06
N 5.158 0.633 1.218 0.01 -0.78 -0.35 -0.20
N 3.611 -9.122 0.098 -0.81 0.63 -0.41 0.06
N -2.535 -3.538 3.127 0.85 -0.15 -0.41 -0.20
N -1.158 -0.129 -5.074 0.31 -0.77 0.51 -0.20
N 4.921 -10.652 1.315 -1.41 0.40 -0.12 -0.03
C 3.089 -8.131 -0.700 1.30 -2.21 1.76 0.02
C 4.090 -5.498 -3.178 0.41 0.27 -0.30 -0.22
C -0.319 -11.497 4.645 -0.05 -0.19 0.26 -0.08
C 5.893 -8.437 0.903 -0.14 0.19 0.01 0.01
C 1.047 -9.885 2.847 0.03 -0.31 0.12 -0.25
C -2.973 -4.767 3.776 0.29 0.47 -0.28 -0.06
C -0.691 -11.473 3.318 -0.24 -0.15 -0.18 -0.07
C 4.654 -0.985 -0.559 0.13 0.09 -0.11 -0.02
C 1.405 -9.914 4.185 0.08 0.20 -0.18 -0.05
C -3.202 -2.309 3.556 0.37 -0.55 -0.62 -0.06
C 0.322 -4.601 1.006 -0.60 0.02 0.28 -0.12
C -0.625 -4.594 2.009 0.05 -0.13 0.25 -0.03
C 5.465 -5.737 -3.351 -0.59 0.20 0.02 0.01
C 3.633 -10.915 1.720 0.75 0.09 -0.29 -0.39
C 2.782 -2.464 -0.358 -0.18 -0.65 -0.07 -0.40
C 0.942 -2.548 -2.359 0.61 -0.52 0.16 -0.42
C 3.828 -7.308 -1.511 0.56 0.74 -0.69 -0.06
C -1.561 -3.558 2.100 -1.12 -0.05 1.19 -0.21
C 0.345 -3.590 0.070 0.37 -0.58 -0.57 -0.42
C 5.664 1.714 0.368 -0.23 -0.74 0.33 -0.06
C 1.858 -9.103 1.861 -0.07 0.49 0.17 -0.09
C -0.011 -10.674 2.423 0.12 0.22 -0.06 -0.04
C -1.514 -2.541 1.144 -0.13 0.06 0.24 -0.01
C 3.332 -0.985 1.440 0.31 0.26 0.08 -0.01
C 5.645 -10.120 -0.980 -0.16 -0.01 -0.12 0.01
C -0.362 -2.328 -4.347 -0.18 -0.11 -0.17 -0.02
C 0.918 -1.179 -2.187 -0.18 0.39 -0.36 -0.10
C 0.728 -10.712 5.081 0.02 0.03 0.15 -0.07
C 3.850 -1.976 -1.084 0.37 0.27 0.25 -0.10
C -0.570 -2.562 0.144 -0.38 0.08 0.26 -0.07
C 2.730 -9.972 0.949 -0.91 0.46 -0.58 -0.14
C 3.307 -6.294 -2.300 0.14 -0.93 0.53 0.01
C 5.220 0.885 2.654 -0.38 -0.26 -0.70 -0.08
C -0.425 -0.941 -4.176 -0.94 0.83 -1.06 -0.21
C 0.298 -3.120 -3.431 -0.22 0.44 -0.47 -0.12
C 0.233 -0.384 -3.077 -0.16 0.23 -0.09 -0.01
C 6.205 -5.015 -4.249 0.57 0.18 -0.32 0.00
C 5.622 -4.007 -5.028 0.57 0.60 -0.76 -0.20
C -1.721 1.163 -4.683 0.65 -0.61 0.00 -0.06
C 2.533 -1.973 0.907 0.27 0.11 0.28 -0.08
C 3.511 -4.468 -3.945 0.26 -0.36 -0.04 -0.02
C 5.047 -9.556 0.305 0.35 -0.38 0.31 -0.43
C 4.256 -3.752 -4.845 0.31 0.40 -0.53 0.03
C 6.016 -11.445 1.838 0.32 0.26 -0.32 0.00
C 4.392 -0.447 0.703 0.49 1.26 0.63 -0.22
C 7.709 -3.546 -6.034 0.54 -0.05 -0.07 -0.08
C -1.406 -0.544 -6.449 0.11 0.07 0.63 -0.07
H 1.399 -0.732 -1.333 0.15 0.13 0.05 0.11
H 5.180 -0.055 3.203 0.00 0.01 0.01 0.08
H 2.240 -9.323 4.517 0.23 0.17 0.12 0.11
H 4.386 1.512 2.960 -0.18 0.20 0.34 0.08
H -0.605 -5.376 2.746 -0.03 -0.14 0.19 0.10
H 8.179 -2.895 -6.773 -0.32 0.00 0.08 0.10
H -2.468 -0.723 -6.605 -0.15 -0.08 -0.17 0.09
H 1.692 -2.336 1.474 0.00 0.00 0.15 0.10
H 0.288 -4.193 -3.538 -0.05 -0.25 -0.11 0.10
H -1.984 1.162 -3.627 0.02 0.00 0.03 0.09
H 5.504 -0.635 -1.118 0.16 0.15 -0.16 0.11
H 3.801 -2.983 -5.447 -0.13 0.18 -0.06 0.13
H -3.501 -2.379 4.600 0.07 -0.16 0.04 0.08
H -1.508 -12.087 2.975 -0.10 -0.09 -0.05 0.11
H 4.887 -7.470 -1.531 0.24 0.01 0.03 0.07
H -4.054 -4.860 3.692 -0.19 -0.03 0.07 0.09
H 5.637 -12.146 2.582 -0.19 0.21 -0.14 0.10
H 0.200 0.681 -2.935 0.04 0.28 0.07 0.11
H 2.507 -8.404 2.399 0.08 -0.08 -0.01 0.13
H -0.826 -12.146 5.338 -0.15 -0.07 0.11 0.11
H 6.753 1.740 0.398 0.13 0.11 -0.09 0.08
H -1.073 0.237 -7.130 -0.01 0.11 -0.16 0.09
H 1.058 -5.389 0.955 0.12 -0.22 0.05 0.09
H -0.874 -2.800 -5.165 -0.17 -0.06 -0.18 0.10
H -0.556 -1.764 -0.576 -0.11 0.07 -0.07 0.10
H 6.906 -8.784 1.102 -0.05 -0.10 -0.05 0.09
H 2.468 -4.241 -3.836 -0.23 0.05 0.01 0.07
H 6.758 -10.802 2.306 0.13 -0.02 0.07 0.09
H -2.696 -4.759 4.829 -0.02 -0.14 0.20 0.09
H 6.658 -10.483 -0.808 -0.03 0.03 0.10 0.09
H 5.697 -9.366 -1.762 0.03 0.04 -0.04 0.07
H 5.933 -6.514 -2.775 0.32 -0.10 -0.02 0.11
H 3.113 -0.593 2.417 -0.09 0.09 0.20 0.10
H 4.034 -2.358 -2.074 0.17 -0.06 -0.25 0.09
H 5.965 -7.583 0.235 0.03 0.06 -0.04 0.08
H 8.160 -3.358 -5.059 0.20 -0.06 -0.05 0.10
H 5.282 2.670 0.725 -0.04 0.14 0.02 0.08
H 6.146 1.391 2.919 0.10 0.03 -0.14 0.08
H 1.191 -8.475 1.261 0.06 -0.14 -0.11 0.11
H 1.027 -10.728 6.116 0.04 -0.02 0.17 0.11
H -0.854 -1.451 -6.687 -0.03 0.11 0.01 0.07
H 5.338 1.583 -0.663 0.00 -0.04 0.06 0.08
H 2.020 -8.002 -0.688 -0.31 -0.23 0.26 0.14
H 5.457 -8.098 1.843 -0.02 -0.01 -0.01 0.10
H 2.100 -10.572 0.278 0.03 0.00 0.27 0.17
H 7.250 -5.240 -4.363 0.14 -0.09 0.06 0.10
H -2.239 -1.749 1.185 -0.15 0.20 -0.03 0.10
H -2.624 1.373 -5.255 -0.02 -0.14 -0.08 0.08
H -2.531 -1.457 3.457 0.02 0.02 -0.03 0.09
H -0.288 -10.668 1.384 -0.16 -0.03 -0.31 0.11
H 7.859 -4.585 -6.334 0.16 0.01 0.00 0.10
H 5.039 -10.949 -1.347 -0.01 0.01 0.03 0.10
H -1.002 1.956 -4.876 0.03 0.38 0.05 0.08
H -2.529 -5.637 3.299 -0.07 0.07 0.03 0.07
H 2.249 -6.108 -2.261 -0.27 0.04 -0.07 0.08
H -4.092 -2.135 2.956 -0.28 0.24 -0.05 0.08
H 6.483 -12.011 1.036 0.14 -0.10 -0.02 0.09

| no. | electronic energy (a.u.) |
| --- | --- |
| 1 | -7894.12283 |
| 2 | -2590.50614 |